C78H186N6O30 | wB97M-V/def2-TZVPD

HOMO-LUMO gap (eV): 8.040
Energy above the lowest of the compared OMol25 structures with the same formula, charge and spin (kJ/mol): 0.00
Calculated total energy (eV): -154250.7237
Strongest force on any atom (Eh/bohr): 0.07512

CARTESIAN COORDINATES (ANGSTROEM)
C 6.887612 2.213485 -1.823070
C 7.626003 3.525559 -1.468499
O 6.818831 4.658894 -1.710175
O 6.843256 2.111328 -3.201956
H 5.834123 2.278529 -1.550966
H 7.330271 1.349485 -1.327434
H 8.460961 3.715030 -2.143072
H 7.889663 3.568385 -0.411741
H 6.762620 4.786850 -2.659947
H 7.462362 1.394177 -3.356865
C 5.560758 -3.230130 -0.920797
C 5.742854 -1.717724 -0.459136
O 7.140634 -1.694562 -0.138065
O 5.718880 -4.084552 0.178362
H 6.248069 -3.522835 -1.714533
H 4.576137 -3.474258 -1.319575
H 5.297868 -1.385534 0.478810
H 5.568613 -0.962564 -1.225605
H 7.264214 -2.620047 0.085114
H 5.347731 -4.957434 0.030317
C 0.653023 -1.227512 -7.259645
C 0.219038 -2.387903 -8.182755
O 0.995909 -2.464070 -9.425847
O 0.486659 0.023867 -7.848629
H 1.734814 -1.206848 -7.127731
H 0.275236 -1.317339 -6.241158
H -0.757918 -2.119697 -8.584928
H 0.302254 -3.346176 -7.670031
H 0.757042 -1.744654 -10.014888
H 1.232253 0.226058 -8.418541
C 5.398317 -2.091386 -5.560143
C 4.000252 -1.658686 -5.291380
O 3.533075 -1.778875 -3.923544
O 6.416618 -1.434345 -4.723885
H 5.674320 -1.804851 -6.574951
H 5.319362 -3.145861 -5.295670
H 3.331670 -2.180933 -5.975738
H 3.877745 -0.606308 -5.547500
H 2.707159 -1.304985 -3.801466
H 6.012572 -1.104837 -3.917799
C -4.488765 0.142900 -3.429724
C -3.001152 0.349284 -3.085053
O -2.144482 -0.024961 -4.231284
O -4.755164 -1.125536 -3.950605
H -4.892420 0.978739 -4.001148
H -4.964604 0.253534 -2.455332
H -2.689249 -0.258129 -2.235415
H -2.952757 1.436593 -3.025649
H -2.150537 -0.982884 -4.294102
H -4.489417 -1.092309 -4.872493
C -3.322776 -4.459941 -3.499437
C -3.100989 -4.003449 -4.930268
O -2.317322 -2.881103 -5.185105
O -4.194596 -3.478282 -2.873947
H -2.305490 -4.433258 -3.108912
H -3.779764 -5.430522 -3.306468
H -4.122833 -3.813036 -5.258407
H -2.632146 -4.792767 -5.517864
H -2.574153 -2.546879 -6.047619
H -4.152801 -2.605169 -3.270846
C 3.269829 6.838861 -1.704213
C 2.260684 5.608277 -1.666818
O 1.484055 5.689964 -0.502311
O 2.588907 8.029386 -1.783444
H 4.050208 6.873204 -2.464429
H 3.922847 6.904982 -0.833980
H 2.783552 4.658395 -1.778299
H 1.613489 5.704923 -2.538537
H 2.060891 5.536922 0.249649
H 1.857618 7.775121 -1.215856
C -1.693479 -3.794840 3.405091
C -0.907692 -4.935711 2.622917
O -1.176446 -4.911845 1.229788
O -3.059498 -4.126416 3.467618
H -1.485818 -2.864043 2.877265
H -1.281638 -3.619937 4.399015
H -1.362518 -5.841074 3.024863
H 0.166754 -4.972438 2.802658
H -2.075608 -4.646114 1.023651
H -3.439631 -3.997843 2.595511
C 2.341630 -6.971251 -1.524344
C 1.883521 -5.956821 -0.493684
O 0.947007 -6.639313 0.328406
O 2.923141 -8.086827 -0.914316
H 3.012528 -6.497350 -2.240872
H 1.468234 -7.436982 -1.980836
H 1.310454 -5.088134 -0.817846
H 2.668031 -5.740159 0.231365
H 0.351220 -5.958173 0.648837
H 2.281146 -8.573097 -0.391844
C 2.536405 2.826870 -6.237442
C 3.769759 2.923665 -5.249580
O 3.508422 3.876728 -4.215478
O 2.687439 3.911789 -7.180663
H 1.541618 2.971693 -5.816114
H 2.593602 1.892559 -6.795919
H 4.669798 3.189897 -5.803799
H 4.050010 2.009242 -4.726695
H 4.355851 4.192007 -3.892880
H 2.672570 4.705907 -6.641435
C 1.034138 -4.413650 -4.369472
C 1.625679 -5.223770 -5.567745
O 2.564953 -4.543864 -6.414336
O 2.072470 -4.391895 -3.414315
H 0.137357 -4.847883 -3.927522
H 0.613465 -3.488313 -4.763041
H 0.750298 -5.492325 -6.159096
H 2.094924 -6.126135 -5.175759
H 3.055015 -5.152654 -6.971823
H 2.657989 -3.665920 -3.641729
C -3.162438 2.564643 -6.848454
C -2.369437 2.068102 -8.064687
O -2.222872 0.706911 -7.878108
O -2.465447 2.507648 -5.621152
H -4.015246 1.920389 -6.634540
H -3.518446 3.576551 -7.041831
H -1.473889 2.685223 -8.137235
H -2.958460 2.342204 -8.939915
H -1.273534 0.575809 -7.934439
H -2.318849 1.609345 -5.315936
C 0.558211 1.975500 -3.077361
C 0.990821 1.021320 -1.998798
C 0.435214 1.553355 -0.632258
C 0.526376 0.551025 0.512546
C -0.259003 -0.668633 0.150779
C 0.260381 -1.380424 -1.110665
N 0.526758 -0.408029 -2.210994
O 0.756331 -1.025007 -3.499378
C 1.598815 -2.064651 -0.698369
C -0.715659 -2.508849 -1.596072
C 2.519578 0.980527 -1.964612
H 0.850922 3.006242 -2.877354
H -0.523809 1.992711 -3.207904
H 0.963512 1.681857 -4.045660
H 0.933509 2.483574 -0.359301
H -0.603828 1.836694 -0.800219
H 0.112325 0.918615 1.451441
H 1.565017 0.285304 0.709340
H -1.275593 -0.292193 0.037046
H -0.211887 -1.265940 1.061331
H 2.197437 -1.639259 0.107111
H 1.493099 -3.141754 -0.568850
H 2.310776 -1.971979 -1.518505
H -1.694456 -2.046685 -1.724358
H -0.297583 -2.967520 -2.492141
H -0.861853 -3.442326 -1.052615
H 2.900502 0.225197 -1.277247
H 2.927726 1.979185 -1.809107
H 3.070542 0.560871 -2.806294
H -0.010150 -0.704474 -3.980379
C 3.124667 -3.590707 2.966933
C 3.338738 -2.376703 3.928458
C 2.528746 -2.712499 5.205337
C 2.788077 -1.891160 6.382547
C 4.270989 -2.253751 6.718030
C 5.273027 -1.953191 5.569257
N 4.789626 -2.385882 4.292385
O 5.618652 -2.114853 3.212415
C 5.471829 -0.453195 5.594692
C 6.592668 -2.747923 5.951026
C 2.826082 -1.057811 3.299643
H 2.068617 -3.616046 2.698202
H 3.290173 -4.569742 3.416600
H 3.785631 -3.619265 2.100676
H 1.479139 -2.639219 4.920621
H 2.758545 -3.733838 5.508888
H 2.100953 -2.277624 7.135280
H 2.672120 -0.813119 6.270792
H 4.257111 -3.299417 7.025437
H 4.572434 -1.744751 7.633539
H 4.570107 0.114287 5.364549
H 5.720336 -0.156870 6.613777
H 6.340256 -0.183970 4.993469
H 7.547289 -2.695805 5.427486
H 6.680794 -2.647619 7.032816
H 6.434094 -3.818958 5.825183
H 2.664595 -0.233109 3.993818
H 1.834931 -1.235801 2.882473
H 3.439749 -0.625617 2.509249
H 6.123705 -2.923485 3.100002
C 0.479810 4.123502 2.524025
C 1.843769 4.143168 3.235455
C 2.343748 2.644354 3.293008
C 3.835292 2.539219 3.659420
C 4.704299 3.179174 2.586671
C 4.335504 4.705959 2.352383
N 2.818111 4.839521 2.352910
O 2.464173 6.092760 2.015087
C 5.054007 5.576080 3.469307
C 4.999152 5.125601 1.063104
C 1.668734 4.729993 4.660290
H 0.072561 5.128668 2.415032
H -0.267275 3.529172 3.050090
H 0.560308 3.673865 1.534360
H 1.970751 2.151831 4.190999
H 2.117764 2.086595 2.384202
H 4.047991 1.477131 3.781224
H 3.993784 3.131380 4.560709
H 4.699852 2.540369 1.703490
H 5.682256 3.055743 3.051917
H 6.060011 5.210773 3.675761
H 5.067382 6.643948 3.251210
H 4.451528 5.421657 4.364450
H 5.067059 6.188862 0.832966
H 5.989830 4.673368 1.016702
H 4.512506 4.755623 0.160666
H 2.591118 4.801971 5.236591
H 1.000538 4.004033 5.123527
H 1.259214 5.739261 4.702390
H 2.807109 6.578608 2.768714
C -2.370438 4.342604 0.026544
C -3.728232 3.770361 0.677816
C -3.884847 4.533680 2.007437
C -5.237983 4.394024 2.624778
C -6.296413 4.897811 1.670260
C -6.277879 4.274143 0.252351
N -4.852100 4.129295 -0.281518
O -4.748840 3.508013 -1.577825
C -6.905153 2.867853 0.320540
C -6.957974 5.240353 -0.722584
C -3.672388 2.263725 0.861058
H -2.471538 5.235792 -0.589961
H -1.824370 3.607220 -0.564317
H -1.647618 4.664863 0.776073
H -3.059138 4.262401 2.665232
H -3.761895 5.587304 1.756697
H -5.383855 4.940652 3.556459
H -5.462313 3.348105 2.834098
H -6.125069 5.947432 1.431482
H -7.299465 4.763321 2.075120
H -7.987949 2.832961 0.440671
H -6.758442 2.302488 -0.599749
H -6.497299 2.138625 1.020538
H -7.856872 5.726357 -0.343243
H -6.342587 6.053938 -1.106637
H -7.273222 4.798832 -1.667978
H -3.824584 1.686257 -0.050784
H -4.469220 1.942850 1.532019
H -2.711994 1.960627 1.278044
H -4.376078 4.193111 -2.137544
C -0.852963 -0.031768 4.106411
C -1.721917 0.619965 5.249053
C -1.998243 2.076053 4.761580
C -3.128128 2.750058 5.586450
C -4.418564 1.923872 5.520307
C -4.130568 0.417675 6.008944
N -2.978480 -0.114678 5.223821
O -2.837557 -1.476995 5.414778
C -4.014643 0.352761 7.515262
C -5.375489 -0.336252 5.418189
C -1.064922 0.589162 6.634939
H -0.062503 0.697480 3.929038
H -1.260966 -0.172212 3.105457
H -0.276398 -0.930829 4.324009
H -1.137815 2.736866 4.866921
H -2.178019 2.079353 3.686517
H -3.368429 3.700088 5.109161
H -2.848461 2.816609 6.637858
H -4.761129 1.894509 4.485955
H -5.206143 2.285437 6.181435
H -3.751831 -0.643178 7.871817
H -3.288751 0.984650 8.027019
H -4.978208 0.620765 7.948637
H -5.496310 -1.337363 5.832052
H -6.291168 0.241647 5.543303
H -5.271791 -0.377472 4.333917
H -1.233715 -0.332466 7.191913
H -1.261975 1.447421 7.277331
H 0.006829 0.522650 6.447826
H -2.988890 -1.795892 4.522021
C -5.441799 -1.245033 -0.317340
C -5.028556 -1.835220 0.968370
C -6.154759 -1.561748 2.014900
C -7.440253 -2.353918 1.697466
C -7.014916 -3.891439 1.605065
C -5.779754 -4.280748 0.698306
N -4.659497 -3.281255 0.853449
O -3.620711 -3.653959 0.018357
C -5.336285 -5.606936 1.273667
C -6.248904 -4.602821 -0.772070
C -3.842250 -1.192627 1.700938
H -6.372655 -1.700783 -0.654815
H -4.669712 -1.415417 -1.067645
H -5.614496 -0.168812 -0.312873
H -5.753588 -1.916947 2.964110
H -6.350488 -0.490134 2.052600
H -7.912923 -1.981785 0.788510
H -8.193952 -2.293718 2.482579
H -7.832506 -4.423116 1.118276
H -6.922024 -4.244370 2.632152
H -4.439244 -6.052996 0.844172
H -5.147168 -5.492764 2.341039
H -6.129792 -6.344668 1.392855
H -7.097924 -5.270750 -0.917452
H -6.383851 -3.598474 -1.173543
H -5.426532 -5.039648 -1.338624
H -4.126322 -0.204632 2.063241
H -3.024653 -1.102678 0.985716
H -3.585012 -1.717566 2.620925
H -3.941176 -3.398752 -0.849845

Atoms 1-3, force components in eV/Å:
-0.232 1.540 1.339
-0.571 -0.143 -0.140
-0.967 0.541 0.187